[1]
Entry from the Open Molecules 2025 dataset: the molecule C4H12N2S in a non-equilibrium geometry (ωB97M-V/def2-TZVPD).

Summary:
DFT total energy = -18156.7861 eV
energy relative to the best compared isomer or geometry (same formula, charge and spin) = 118.9 kJ/mol
HOMO = -8.433 eV
SMILES = NCCNCCS
F_max = 1.74 eV/A

Each line ends with the natural charge from an NBO analysis.
Cartesian coordinates (Å):
S 3.741 -1.020 -0.534  -0.070
N 0.237 0.572 -0.153  -0.642
N -2.479 1.531 -0.575  -0.824
C 1.416 0.186 0.581  -0.222
C -0.878 -0.361 -0.208  -0.228
C -2.208 0.274 0.209  -0.225
C 2.192 -1.149 0.442  -0.525
H 0.313 1.121 -0.988  0.384
H 3.263 -0.077 -1.355  0.108
H 1.613 -1.911 -0.080  0.219
H -3.116 2.086 -0.011  0.353
H 2.217 0.907 0.392  0.208
H -2.337 0.507 1.270  0.185
H -2.894 -0.525 -0.034  0.163
H 2.657 -1.360 1.395  0.224
H -1.059 -0.872 -1.172  0.175
H -0.697 -1.211 0.471  0.193
H 1.117 0.161 1.634  0.180
H -3.097 1.140 -1.285  0.344

Cartesian forces (eV/Å) of the 3 atoms listed first:
S -0.06 0.34 -0.37
N -0.30 -1.15 -0.37
N -0.67 -1.60 0.15

=====

[2]
Entry from the Open Molecules 2025 dataset: the molecule C4H5NO2 in a non-equilibrium geometry (ωB97M-V/def2-TZVPD).

Summary:
DFT total energy = -9812.0959 eV
energy relative to the best compared isomer or geometry (same formula, charge and spin) = 214.1 kJ/mol
HOMO = -10.026 eV
SMILES = C=C(C=O)NC=O
F_max = 7.04 eV/A

Each line ends with the natural charge from an NBO analysis.
Cartesian coordinates (Å):
O -1.723 -0.660 -0.233  -0.493
O 0.728 -1.258 1.511  -0.605
N 0.346 0.809 0.662  -0.626
C -0.899 -0.406 -1.040  0.372
C 0.167 0.560 -0.783  0.046
C 0.398 -0.061 1.654  0.528
C 1.000 0.897 -1.815  -0.302
H 0.629 0.804 -2.855  0.216
H -0.977 -0.923 -1.986  0.127
H 0.205 0.439 2.613  0.123
H -0.096 1.859 0.951  0.407
H 1.781 1.563 -1.670  0.206

Cartesian forces (eV/Å) of the 3 atoms listed first:
O -1.66 -0.46 1.77
O -0.91 2.75 0.55
N -1.87 6.37 -2.34

=====

[3]
Entry from the Open Molecules 2025 dataset: the molecule Br5HSi2 in a non-equilibrium geometry (ωB97M-V/def2-TZVPD).

Summary:
DFT total energy = -365989.4461 eV
energy relative to the best compared isomer or geometry (same formula, charge and spin) = 63.8 kJ/mol
HOMO = -9.909 eV
SMILES = Br[SiH](Br)[Si](Br)(Br)Br
F_max = 1.60 eV/A

Each line ends with the natural charge from an NBO analysis.
Cartesian coordinates (Å):
Br -1.928 0.095 -1.969  -0.267
Br -1.388 2.873 -0.072  -0.262
Br 1.540 -1.523 -1.814  -0.248
Br 1.557 -1.810 1.807  -0.279
Br -2.524 -0.309 1.665  -0.245
Si 1.332 -0.421 0.070  0.675
Si -1.197 0.618 0.060  0.728
H 2.607 0.477 0.253  -0.102

Cartesian forces (eV/Å) of the 3 atoms listed first:
Br -0.06 -0.33 0.20
Br 0.24 -0.75 0.55
Br -0.06 0.01 -0.07

=====

[4]
Entry from the Open Molecules 2025 dataset: the molecule C18H18F3N3O4 in a non-equilibrium geometry (ωB97M-V/def2-TZVPD).

Summary:
DFT total energy = -39768.9034 eV
energy relative to the best compared isomer or geometry (same formula, charge and spin) = 297.6 kJ/mol
HOMO = -8.450 eV
SMILES = Cn1c(-c2cccc(OC(F)(F)F)c2)cc2c1c(=O)n(CCCO)c(=O)n2C
F_max = 5.31 eV/A

Each line ends with the natural charge from an NBO analysis.
Cartesian coordinates (Å):
F 2.501 -5.996 -2.129  -0.296
F 1.778 -5.703 -4.347  -0.319
F 3.973 -5.703 -3.704  -0.302
O -4.755 1.292 -0.161  -0.773
O 2.704 -3.952 -3.334  -0.504
O -2.827 0.337 1.587  -0.676
O -0.889 4.385 2.337  -0.633
N -1.962 2.507 1.823  -0.444
N -0.322 -0.703 0.487  -0.321
N 0.361 2.727 1.008  -0.411
C 1.925 -2.315 -1.779  -0.187
C 2.734 -5.409 -3.332  1.168
C 0.931 -0.603 -0.141  0.196
C 1.381 0.640 -0.046  -0.329
C 2.964 -1.955 0.420  -0.206
C -1.039 -1.949 0.584  -0.413
C -3.821 3.573 0.644  -0.440
C 3.949 -2.877 0.084  -0.196
C -3.352 3.056 1.990  -0.220
C 3.860 -3.655 -1.131  -0.241
C -4.016 2.538 -0.470  -0.078
C -0.782 3.223 1.795  0.790
C 1.969 -1.637 -0.557  -0.062
C 1.429 3.563 0.844  -0.409
C 0.315 1.447 0.592  0.214
C 2.780 -3.386 -2.053  0.256
C -1.868 1.140 1.464  0.647
C -0.728 0.636 0.867  -0.048
H 4.517 -4.495 -1.340  0.227
H -4.265 0.795 0.605  0.496
H 1.975 3.816 1.759  0.211
H 2.972 -1.500 1.402  0.230
H -2.994 4.287 0.233  0.208
H -4.631 4.209 0.726  0.221
H -4.122 2.316 2.254  0.248
H -2.971 2.123 -0.743  0.149
H -0.345 -2.737 0.931  0.205
H 1.187 -2.115 -2.534  0.228
H -4.556 2.809 -1.426  0.212
H 2.351 0.911 -0.283  0.226
H -1.902 -1.887 1.406  0.257
H 4.884 -3.015 0.637  0.226
H 2.251 3.146 0.228  0.220
H -1.409 -2.266 -0.379  0.203
H -3.357 3.834 2.773  0.247
H 1.220 4.544 0.408  0.222

Cartesian forces (eV/Å) of the 3 atoms listed first:
F -0.39 0.62 -2.17
F 2.36 -0.43 2.75
F -0.72 -1.05 -0.24

=====

[5]
Entry from the Open Molecules 2025 dataset: a structure of composition C18H50BF3N2O10Pt in a non-equilibrium geometry (ωB97M-V/def2-TZVPD).

Summary:
DFT total energy = -54990.4548 eV
HOMO (spin up / spin down) = -8.847 / -8.803 eV
multiplicity = 3
⟨S²⟩ = 2.009
F_max = 5.26 eV/A

Each line ends with the Mulliken spin population.
Cartesian coordinates (Å):
Pt -0.378 -0.797 0.231  0.949
F 3.457 -3.424 -5.677  0.000
F 2.333 -1.640 -5.867  0.000
F 3.965 -1.539 -4.410  0.000
O 2.548 -3.362 -2.644  0.036
O -2.915 5.135 3.725  0.000
O 1.041 -1.949 -3.161  0.948
O -2.413 3.869 -3.348  0.000
O 0.573 4.450 -3.583  0.000
O -0.609 -3.933 1.606  0.003
O 6.885 -0.481 1.215  0.000
O -6.512 -3.807 -0.247  0.000
O -0.360 6.423 2.661  0.001
O -0.924 -1.883 3.403  0.002
N 3.904 -0.522 1.233  0.001
N -4.491 -1.820 -0.457  0.002
C 4.109 -4.703 -1.601  0.001
C -1.045 -4.111 3.015  0.000
C -0.865 6.499 3.925  0.000
C 1.883 -2.868 -3.847  -0.028
C -6.910 -2.405 0.013  0.000
C 4.725 1.385 2.289  0.000
C 4.687 0.624 0.992  0.000
C 6.121 0.463 0.440  0.000
C -2.426 6.457 3.972  0.000
C -0.503 4.696 -4.565  0.000
C -1.840 5.062 -3.995  0.000
C -5.978 -0.119 0.656  0.000
C 3.324 -4.531 -2.864  0.015
C -7.309 -4.492 -1.227  0.000
C -5.639 -1.618 0.426  0.000
C 2.966 -2.370 -4.921  -0.004
C -0.347 -3.063 3.930  0.000
C 8.321 -0.282 0.909  0.000
B -0.827 2.666 0.652  0.028
H -5.334 -2.114 1.347  0.000
H 5.025 -5.267 -1.777  0.003
H 5.282 2.322 2.266  0.000
H -7.337 -1.946 -0.878  0.000
H -1.463 1.905 1.076  0.007
H -8.202 -4.723 -0.646  0.000
H -1.068 -4.668 1.192  0.000
H -0.406 2.259 -0.254  -0.002
H -7.743 -3.853 -1.996  0.000
H 8.565 0.776 1.014  0.000
H -5.781 0.623 -0.117  0.000
H -2.897 7.174 3.301  0.000
H 6.153 0.131 -0.598  0.000
H -2.504 5.532 -4.721  0.000
H -4.694 -2.783 -0.687  0.000
H 6.659 1.405 0.555  0.000
H 0.001 2.855 1.318  0.002
H 4.448 -0.967 1.958  0.000
H -6.850 -5.358 -1.704  0.000
H -0.433 5.646 4.447  0.000
H -2.692 4.891 2.824  0.000
H 8.681 -0.555 -0.083  0.000
H -0.390 7.427 4.245  0.000
H 4.635 -3.774 -1.380  0.001
H -0.494 -3.395 4.957  0.000
H 4.034 -4.510 -3.691  0.001
H 0.402 3.814 -2.885  0.000
H -1.550 3.457 0.525  0.009
H 3.999 -1.119 0.424  0.001
H 3.458 -4.939 -0.760  -0.001
H -1.654 5.681 -3.117  0.000
H 5.207 0.749 3.032  0.000
H -0.618 3.985 -5.384  0.000
H -7.767 -2.363 0.685  0.000
H -5.364 0.155 1.514  0.000
H -6.946 0.026 1.136  0.000
H 0.703 -2.817 3.775  0.000
H -0.466 5.536 2.308  0.001
H -1.933 3.900 -2.517  0.000
H 1.309 -3.707 -4.240  0.029
H -2.078 -3.908 3.298  0.000
H 2.641 -5.370 -2.993  -0.001
H -4.779 -1.521 -1.378  0.000
H -0.857 -5.124 3.373  0.000
H -2.764 6.740 4.969  0.000
H -1.216 -1.341 4.140  0.000
H 4.172 1.081 0.146  0.000
H 8.825 -1.029 1.521  0.000
H -0.197 5.575 -5.132  0.000
H 3.726 1.494 2.711  0.000

Cartesian forces (eV/Å) of the 3 atoms listed first:
Pt -0.44 1.12 0.56
F 0.11 1.06 1.88
F -0.02 0.09 0.77

=====

[6]
Entry from the Open Molecules 2025 dataset: the molecule H4N3P in a non-equilibrium geometry (ωB97M-V/def2-TZVPD).

Summary:
DFT total energy = -13820.7002 eV
energy relative to the best compared isomer or geometry (same formula, charge and spin) = 148.3 kJ/mol
HOMO = -9.175 eV
SMILES = [H]/N=N/[PH2]=N
F_max = 4.30 eV/A

Each line ends with the natural charge from an NBO analysis.
Cartesian coordinates (Å):
P -0.262 -0.557 0.357  1.458
N 0.477 -1.579 -0.514  -1.224
N -0.664 0.974 -0.456  -0.415
N 0.272 1.770 -0.512  -0.281
H 0.144 -0.298 1.534  -0.111
H 1.395 -1.389 -0.184  0.350
H -0.014 2.484 -1.259  0.314
H -1.474 -1.059 0.700  -0.090

Cartesian forces (eV/Å) of the 3 atoms listed first:
P -2.56 -0.24 -2.74
N 0.19 -0.50 -0.43
N -0.19 -0.48 0.01

=====

[7]
Entry from the Open Molecules 2025 dataset: the ion C5H13N2 with charge +1 in a non-equilibrium geometry (ωB97M-V/def2-TZVPD).

Summary:
DFT total energy = -8369.2565 eV
energy relative to the best compared isomer or geometry (same formula, charge and spin) = 149.9 kJ/mol
HOMO = -15.051 eV
total charge = +1
SMILES = CCCCNC=[NH2+]
F_max = 3.22 eV/A

Each line ends with the natural charge from an NBO analysis.
Cartesian coordinates (Å):
N 1.618 0.337 0.044  -0.469
N 0.958 0.295 2.327  -0.733
C -1.154 -0.844 -0.235  -0.401
C 0.464 1.019 -0.739  -0.204
C -1.430 -1.329 -1.661  -0.610
C 1.838 0.335 1.326  0.392
C -0.863 0.652 -0.152  -0.440
H -1.042 0.982 0.869  0.205
H -1.582 -2.400 -1.693  0.236
H 0.670 0.523 -1.685  0.230
H 1.310 0.032 3.236  0.429
H 0.788 2.048 -0.748  0.230
H 0.313 1.077 2.382  0.421
H -2.077 -1.028 0.318  0.225
H 2.792 -0.116 1.577  0.213
H -0.393 -1.380 0.334  0.196
H -1.617 1.215 -0.707  0.246
H -0.717 -0.956 -2.386  0.195
H -2.373 -0.857 -1.948  0.216
H 2.497 0.393 -0.460  0.423

Cartesian forces (eV/Å) of the 3 atoms listed first:
N -0.26 2.42 -0.18
N -0.11 1.75 0.05
C -0.53 0.05 0.17

=====

[8]
Entry from the Open Molecules 2025 dataset: a cluster of 4 separate species, CH10NO3 in total in a non-equilibrium geometry (ωB97M-V/def2-TZVPD).

Summary:
DFT total energy = -8824.5297 eV
energy relative to the best compared isomer or geometry (same formula, charge and spin) = 61.1 kJ/mol
HOMO = -15.047 eV
total charge = +1
F_max = 2.00 eV/A

Each line ends with the natural charge from an NBO analysis.
Cartesian coordinates (Å):
O 1.093 2.024 -1.246  -0.968
O -0.257 -1.482 -1.352  -0.961
O -2.229 0.143 0.289  -0.967
N 1.201 0.216 1.245  -0.599
C 0.686 -0.940 1.406  0.186
H -2.665 1.001 0.223  0.488
H 0.978 2.256 -2.174  0.500
H 1.799 0.499 1.997  0.433
H 1.001 -1.640 2.178  0.210
H -0.120 -1.344 0.818  0.257
H 1.195 0.581 0.291  0.486
H 1.805 2.601 -0.948  0.481
H -1.000 -1.021 -1.755  0.494
H -0.535 -2.404 -1.301  0.479
H -2.954 -0.491 0.330  0.481

Cartesian forces (eV/Å) of the 3 atoms listed first:
O 0.24 -0.06 0.38
O 0.03 -0.18 0.13
O -0.02 -0.02 -0.02